Computed, not measured: a molecular structure, C17H6Cl2N5O6ReS2SbSe4, with ωB97M-V with the def2-TZVPD basis set.

Structure (XYZ):
```
44
Properties=species:S:1:pos:R:3:forces:R:3
O 1.308594 -2.357407 0.699107 0.03 -0.02 -0.04
N -3.204516 -4.533201 -4.793063 0.01 0.00 0.01
Se 2.793554 -5.516876 0.868195 0.03 -0.02 0.01
Cl -1.166251 2.596872 -0.859521 -0.01 0.03 0.01
N 1.630472 3.218135 2.950853 0.07 0.04 0.08
C 1.684704 2.167128 1.911972 -0.01 -0.06 -0.04
Sb 3.209052 -3.200874 0.789837 -0.02 -0.01 0.00
H -2.143395 3.353599 1.706741 0.00 0.00 0.00
O 2.671408 2.886563 -2.194767 -0.07 -0.04 -0.03
S 0.044818 -2.756799 -4.572002 0.05 0.05 0.03
H 1.139356 0.642043 3.314217 0.00 0.00 0.00
Se 3.215199 -2.005698 3.081861 -0.05 0.00 0.02
S -1.295998 0.207162 -3.827067 -0.08 0.00 -0.14
N -1.166989 -0.337562 -0.753302 0.11 0.06 -0.05
Re 0.044404 -0.145011 -1.970612 0.20 -0.22 0.20
C -2.150843 2.274902 1.639721 0.00 0.02 -0.01
C 2.082792 1.923854 -1.796358 0.21 0.04 0.13
C -1.715886 1.653335 0.487397 0.00 -0.06 0.00
N 1.007188 -1.415842 1.633670 -0.04 0.01 0.10
C 1.383236 0.877160 2.290180 0.00 0.00 0.02
Se 4.599040 -2.000652 -0.715184 0.00 0.01 -0.02
C 1.715324 0.224633 -0.004993 -0.12 0.11 0.00
H -2.947143 -0.504744 3.420231 0.00 0.00 0.00
C -2.176421 -0.507807 1.433996 0.00 0.08 -0.02
C 1.988415 2.543853 0.613131 -0.01 -0.01 0.02
C -1.673029 -2.492336 -4.387415 -0.02 -0.06 -0.02
C -2.532514 -3.621579 -4.594243 -0.05 -0.02 0.00
H 2.174809 3.573446 0.350188 0.00 0.00 0.00
O 1.346296 -1.812354 2.905941 0.04 0.00 -0.01
H 1.943273 -0.592948 -0.701977 0.00 -0.04 -0.02
O 1.312544 2.887090 4.074634 -0.03 -0.01 -0.01
C -2.583688 1.490273 2.699495 -0.02 -0.01 0.01
C -2.605026 0.108375 2.598610 0.01 -0.01 0.00
C -2.194751 -1.280325 -4.103038 0.02 0.10 0.00
Cl -2.204907 -2.216444 1.293967 0.00 -0.06 0.00
O 1.908733 4.351276 2.616770 -0.03 0.00 -0.02
Se 0.760415 -2.356817 -2.478334 -0.06 0.03 0.02
C 1.975326 1.550901 -0.345909 -0.03 0.00 0.01
C -1.698659 0.256856 0.363414 -0.10 0.01 0.09
C 1.403906 -0.116515 1.313038 0.05 0.03 -0.13
O 1.403414 1.087022 -2.600313 -0.05 0.04 -0.15
H -2.914177 1.964765 3.613454 0.01 0.00 0.00
C -3.618144 -1.118394 -4.014582 -0.06 -0.01 -0.02
N -4.753936 -0.949058 -3.957939 0.00 0.00 0.02
```
Forces are in eV/Å.

Summary:
* total charge: -1
* calculated total energy: -354228.35235 eV
* LUMO energy: 0.1791 eV